Entry 1:
ORCA calculation (ωB97M-V with the def2-TZVPD basis set) on a molecular structure, C4H5MgO2 in a non-equilibrium geometry.

```
12
Properties=species:S:1:pos:R:3:forces:R:3
O -2.81629 1.29737 0.06815 1.355 -0.297 0.565
C -1.63967 1.02128 0.18804 -1.327 0.943 -1.512
C -1.13344 -0.38862 0.24716 -0.096 -0.767 0.550
C 0.36733 -0.49925 0.31177 0.443 -0.159 -0.579
C 1.19039 -0.19041 -0.70644 -2.044 0.124 0.396
O 2.51025 -0.27590 -0.70414 2.277 -0.263 0.678
Mg 3.96925 -0.33181 0.39518 -1.158 0.092 -0.800
H -0.85557 1.80033 0.04500 -0.169 0.032 0.438
H -1.56448 -0.80831 1.17346 0.079 -0.096 -0.462
H 0.80468 -0.86555 1.24619 -0.021 0.174 -0.122
H 0.76681 0.17077 -1.65735 0.286 -0.066 0.318
H -1.59925 -0.92992 -0.60701 0.375 0.281 0.530
```
Positions in Å, forces in eV/Å.

- Charge: +1
- Energy above the lowest of the compared OMol25 structures with the same formula, charge and spin: 0.00 kJ/mol

The molecule's Löwdin atomic charges, reported in e, are given here: O 0.062; C -0.265; C -0.162; C -0.104; C -0.303; O -0.322; Mg 1.450; H 0.124; H 0.131; H 0.100; H 0.144; H 0.145

Entry 2:
ORCA calculation (ωB97M-V with the def2-TZVPD basis set) on a molecular structure, C6H15CsNO2 in a non-equilibrium geometry.

```
25
Properties=species:S:1:pos:R:3:forces:R:3
Cs 5.24856 16.24366 7.37791 -0.023 0.024 0.199
C 9.46772 16.22142 8.04521 2.140 -0.015 -0.658
O 8.39324 16.91933 7.47208 -0.826 -0.694 0.951
C 8.72493 18.12570 6.86422 -0.424 0.597 -1.200
C 7.41988 18.70842 6.24338 1.397 -1.256 1.091
N 6.55748 19.04655 7.38008 0.499 1.182 -0.848
C 5.38626 19.82023 6.98186 -1.373 -0.894 0.020
C 4.30378 19.68120 8.08222 -1.026 2.070 -0.315
O 3.09837 18.97475 7.79137 0.947 -1.391 -0.142
C 2.33532 19.43745 6.71804 -0.312 -0.195 -1.517
H 9.21710 15.42376 8.73807 -0.705 0.217 -0.002
H 10.20883 16.87520 8.52257 -0.520 0.263 0.379
H 10.09799 15.77039 7.26226 -0.373 -0.182 -0.134
H 9.50058 17.96704 6.10351 -0.150 0.004 -0.107
H 9.12752 18.88783 7.54653 0.002 -0.272 0.306
H 6.89494 17.90327 5.72410 0.282 0.146 -0.594
H 7.76021 19.47220 5.53954 -0.626 0.394 0.077
H 7.12076 19.65177 7.97420 -0.160 -0.229 0.300
H 4.95694 19.40439 6.05982 0.173 -0.263 0.055
H 5.55135 20.86269 6.69605 0.326 0.053 0.399
H 3.92619 20.68902 8.30324 0.435 0.127 0.281
H 4.71031 19.27299 9.00461 0.031 -0.196 -0.082
H 2.11518 20.50550 6.75222 -0.239 0.015 0.398
H 1.44986 18.80930 6.61044 -0.309 0.366 0.813
H 2.73628 19.26479 5.70243 0.834 0.128 0.330
```
Positions in Å, forces in eV/Å.

- Charge: +1
- Energy above the lowest of the compared OMol25 structures with the same formula, charge and spin: 4.34 kJ/mol

The molecule's Löwdin atomic charges, reported in e, are given here: Cs 1.106; C -0.096; O -0.276; C -0.226; C -0.220; N -0.154; C -0.213; C -0.214; O -0.234; C -0.121; H 0.092; H 0.098; H 0.098; H 0.135; H 0.133; H 0.067; H 0.131; H 0.126; H 0.109; H 0.132; H 0.124; H 0.121; H 0.102; H 0.097; H 0.084

Number 2 is which compound? C6H15CsNO2